## i
16
Properties=species:S:1:pos:R:3 method="wB97M-V/def2-TZVPD" charge=+1 orbital_gap_ev=9.952 e_homo_ev=-15.39 smiles="[H]/N=C/C1=[NH+]CCC1" e_lumo_ev=-5.44
H 2.2597 3.3279 0.6691
N 1.9474 2.3794 0.4993
C 0.7372 2.1268 0.2937
C 0.3601 0.7217 0.0181
N 1.0349 -0.3059 0.3775
C 0.3199 -1.5234 0.3563
C -0.9521 -1.2593 -0.5281
C -1.0573 0.2561 -0.3814
H -0.1174 2.6891 0.2829
H 1.8911 -0.0246 0.8372
H -0.1332 -1.7814 1.4588
H 1.0786 -2.3374 0.0811
H -1.9136 -1.6909 -0.2891
H -0.8700 -1.4413 -1.5435
H -1.5735 0.7302 -1.2168
H -1.7243 0.3578 0.4650

***

## ii
16
Properties=species:S:1:pos:R:3 method="wB97M-V/def2-TZVPD" charge=+1 orbital_gap_ev=10.260 e_homo_ev=-14.16 e_lumo_ev=-3.90
C -3.0366 -0.0414 0.0305
C -3.4458 -1.0935 -0.2419
C 0.1033 1.4086 -0.1033
C 2.2896 0.6341 0.3212
C 0.3865 -0.9863 0.0456
N -0.6047 2.2857 0.0428
N 1.0476 0.3321 -0.3452
H -2.9252 1.0200 0.2359
H -3.6057 -2.1001 -0.5644
H 3.0319 -0.1962 -0.0916
H 2.6234 1.6725 0.2611
H 2.1714 0.6001 1.4064
H 0.5007 -1.0320 1.1245
H -0.6145 -0.9899 -0.3916
H 0.9305 -1.8158 -0.4483
H 1.1474 0.3021 -1.2816

***

Short version: i is the most stable of them.

***

## i
16
Properties=species:S:1:pos:R:3 method="wB97M-V/def2-TZVPD" charge=+1 orbital_gap_ev=8.685 e_homo_ev=-13.14 e_lumo_ev=-4.45
C 2.9329 1.0394 -0.2623
C 2.3835 -0.1033 -0.0093
C -1.4004 0.6599 -0.2517
C -2.0031 -1.7364 -0.0558
C 1.8458 -1.2590 0.2274
N -1.8525 -0.5297 -0.3070
N -1.9826 1.6613 0.3678
H 2.3678 1.9464 -0.4102
H -0.5184 0.8715 -0.8551
H -2.6569 -2.3418 -0.6727
H -1.4922 -2.2146 0.7778
H 4.0000 1.1386 -0.3198
H 1.6038 -1.9479 -0.5657
H 1.6787 -1.5972 1.2382
H -1.6325 2.6029 0.2765
H -2.8127 1.5242 0.9285

***

## ii
16
Properties=species:S:1:pos:R:3 method="wB97M-V/def2-TZVPD" charge=+1 orbital_gap_ev="6.574 / 8.778" e_homo_ev="-13.18 / -13.67" e_lumo_ev="-6.61 / -4.89"
C 3.0379 0.8592 0.0156
C 2.5756 -0.3460 0.1878
C 0.3290 0.2198 -0.1781
C -1.7623 -1.0820 -0.0052
C -1.6083 1.4039 -0.0843
N 1.2730 -0.7861 -0.0223
N -0.9620 0.1821 -0.1134
H 3.6824 1.6715 -0.1263
H 3.2858 -1.2647 0.4733
H -1.3088 -1.7606 0.7219
H -2.6956 -0.8958 0.4291
H -1.7500 -1.7045 -0.9166
H -0.9356 2.3254 -0.3040
H -2.3369 1.5158 -0.9265
H -2.0139 1.5013 0.8495
H 1.1898 -1.8393 -0.0003

***

Short version: i is the most stable of them.

***

## i
16
Properties=species:S:1:pos:R:3 method="wB97M-V/def2-TZVPD" charge=+1 orbital_gap_ev=12.186 e_homo_ev=-15.74 e_lumo_ev=-3.56
C -0.4447 1.5436 -0.4812
C -0.8579 -1.7041 -2.0737
C -1.0024 -3.0461 -2.5195
C 1.6249 1.5166 2.1397
C 0.1093 1.6458 1.9721
N -0.7417 -0.6244 -1.7067
N -0.2292 1.6142 0.6400
H -0.6593 1.3655 -1.5106
H -0.7200 -3.7305 -1.7193
H -0.3624 -3.2207 -3.3850
H -2.0402 -3.2270 -2.7982
H 1.8531 1.4950 3.2008
H 1.9898 0.5977 1.6885
H 2.1379 2.3630 1.6915
H -0.2469 2.5932 2.3934
H -0.4104 0.8181 2.4682

***

## ii
16
Properties=species:S:1:pos:R:3 method="wB97M-V/def2-TZVPD" charge=+1 orbital_gap_ev=10.838 e_homo_ev=-15.24 e_lumo_ev=-4.40
H 0.5368 1.0024 -2.6608
N 0.2126 0.2790 -2.0316
C -0.0054 0.6034 -0.8632
C 0.2801 1.7444 -0.0070
C 1.4690 1.5265 0.9862
N -0.5172 -0.6564 -0.3052
C -1.0860 -1.6703 -0.3638
C -1.7852 -2.8261 -0.1553
H 0.8015 2.5376 -0.4880
H -0.5488 2.0159 0.6191
H 1.4325 2.1331 1.7750
H 2.4654 1.5705 0.5499
H 1.3451 0.4808 1.2502
H -2.8371 -2.7306 -0.2682
H -1.3231 -3.2663 0.7044
H -1.6524 -3.4777 -0.9088

***

## iii
16
Properties=species:S:1:pos:R:3 method="wB97M-V/def2-TZVPD" charge=+1 orbital_gap_ev="9.071 / 9.071" e_homo_ev="-13.72 / -13.72" e_lumo_ev="-4.64 / -4.65"
C 1.7390 -1.8184 0.3059
C 0.7538 -1.8197 -0.5320
C 1.6021 1.6814 0.3267
C 0.5118 1.7276 -0.6663
C -2.3677 -0.2766 0.3623
N 1.1113 0.5567 0.0019
N 0.8217 -0.6797 0.3698
H 2.6222 -2.1352 0.8039
H 0.1332 -2.1728 -1.3197
H 2.3179 2.1559 0.9601
H -1.6573 0.0918 1.0928
H -0.4813 2.0335 -0.3573
H 0.7398 1.8648 -1.7181
H -2.0866 0.0253 -0.6391
H -2.4127 -1.3567 0.4198
H -3.3473 0.1222 0.5894

***

Short version: i is the most stable of them.

***

## i
18
Properties=species:S:1:pos:R:3 method="wB97M-V/def2-TZVPD" orbital_gap_ev=8.083 e_homo_ev=-8.00 smiles="CC[P@](C)(=S)SC" e_lumo_ev=0.08
C -1.3923 0.1121 2.1968
C -1.2925 -0.6866 0.9071
P 0.2365 -0.3360 -0.0192
C 0.7728 -1.8456 -0.8293
S 2.2234 0.4588 1.1376
S -0.5358 0.9882 -1.4017
C 0.9147 1.9798 -1.8055
H -0.9146 1.1305 2.0040
H -2.4196 0.2857 2.5618
H -0.7707 -0.2295 3.0900
H -2.0447 -0.1788 0.2422
H -1.5200 -1.7919 0.8508
H 1.4169 -2.5624 -0.3306
H 0.0707 -2.5334 -1.3279
H 1.3199 -1.3236 -1.6051
H 0.7943 2.7322 -2.5198
H 1.7021 1.3167 -2.2542
H 1.4386 2.4838 -0.8971

***

## ii
18
Properties=species:S:1:pos:R:3 method="wB97M-V/def2-TZVPD" orbital_gap_ev="6.980 / 6.976" e_homo_ev="-8.52 / -8.43" e_lumo_ev="-1.54 / -1.46"
C -0.6595 -0.4070 2.5221
C 1.4670 -1.1860 -0.7904
C -0.8379 1.8917 -2.2263
C -0.6583 -0.9536 1.1193
P 0.3392 0.0948 -0.0942
S 2.2638 2.0380 0.5404
S -1.0967 0.2158 -1.5990
H -0.8333 0.5996 2.3937
H -1.3574 -0.8996 3.2479
H 0.3411 -0.6604 3.0049
H 1.7593 -1.6075 0.2212
H 1.1858 -1.9741 -1.4553
H 2.4614 -0.6944 -1.2385
H -1.2507 1.7002 -3.2221
H 0.1629 1.9775 -2.3929
H -1.3745 2.7604 -1.7754
H -1.6630 -0.8648 0.7357
H -0.2490 -2.0307 1.0089

***

Short version: i is the most stable of them.

***

## i
16
Properties=species:S:1:pos:R:3 method="wB97M-V/def2-TZVPD" charge=+1 orbital_gap_ev="6.430 / 6.429" e_homo_ev="-12.02 / -12.01" e_lumo_ev="-5.59 / -5.59"
C -3.6373 -0.7386 -0.0123
N -2.4017 -0.4449 -0.0056
C -1.6119 0.5073 0.0200
N -0.7382 1.3020 0.0284
C 0.3699 2.0116 0.0089
C 1.6502 1.5162 -0.0145
C 2.0945 0.1808 -0.0151
N 1.2772 -0.8313 0.0287
N 1.7283 -2.0372 0.0224
H -3.8961 -1.7866 -0.0504
H -4.4336 -0.0030 0.0169
H 0.2145 3.0825 0.0122
H 2.4319 2.2642 -0.0374
H 3.1737 0.0163 -0.0533
H 2.7256 -2.2536 -0.0197
H 1.0529 -2.7855 0.0710

***

## ii
16
Properties=species:S:1:pos:R:3 method="wB97M-V/def2-TZVPD" charge=+1 orbital_gap_ev="7.540 / 7.539" e_homo_ev="-12.54 / -12.54" e_lumo_ev="-5.00 / -5.00"
C -0.6341 1.2483 0.7052
C -0.9005 -0.0616 0.2436
C 1.6318 0.9657 0.3316
C 2.3603 -0.9604 -0.5739
C -2.3096 -0.3545 -0.1792
N 2.5247 0.2858 -0.1479
N 0.0798 -0.7725 -0.2266
N 0.6992 1.6758 0.8337
N 1.1161 -1.4696 -0.5374
H -1.5082 1.7555 1.0016
H 3.0777 -1.5824 -1.0690
H -2.7453 -1.3121 -0.0503
H -2.8886 0.4999 0.3822
H -2.4594 0.0267 -1.2485
H 0.9288 2.4381 1.4423
H 1.0273 -2.3826 -0.9075

***

## iii
16
Properties=species:S:1:pos:R:3 method="wB97M-V/def2-TZVPD" charge=+1 orbital_gap_ev=10.413 e_homo_ev=-15.44 smiles=Cc1nn(C)c[n+]1C#N e_lumo_ev=-5.03
C 1.6830 1.9422 0.0845
C 0.8623 0.7106 0.0718
N -0.3786 0.4430 0.1850
N -0.5895 -0.8344 0.0552
C -1.9559 -1.2083 0.1829
C 0.5815 -1.5121 0.0259
N 1.5969 -0.6186 -0.0665
C 2.9249 -0.6854 -0.3113
N 4.0688 -0.7533 -0.3814
H 2.6733 1.7213 0.4906
H 1.7894 2.1048 -0.9847
H 1.0476 2.7254 0.5370
H -2.5669 -0.4279 0.4354
H -2.3701 -1.5372 -0.8312
H -2.2987 -2.0222 0.8307
H 0.5310 -2.5661 -0.1263

***

Short version: iii is the most stable of them.

***

## i
33
Properties=species:S:1:pos:R:3 method="wB97M-V/def2-TZVPD" orbital_gap_ev=9.155 e_homo_ev=-9.91 smiles=O.O.O.O.O.O.O.O.O.O.O e_lumo_ev=-0.75
O -0.6624 -2.8240 0.3540
H -1.4311 -2.2601 0.3537
H -0.7818 -3.5444 0.9490
O 3.0457 -0.4955 -0.6258
H 2.1388 -0.2641 -0.3058
H 3.2806 -1.2198 -0.0251
O -0.7274 2.6754 1.6243
H -1.4000 2.2020 1.0978
H -0.7866 2.2003 2.4101
O -0.1162 -1.2504 -2.4319
H -1.0888 -1.4191 -2.5455
H 0.0806 -0.5020 -3.0027
O -2.2099 1.4124 -0.6478
H -2.4394 0.6452 -0.1134
H -3.0683 1.6544 -0.9441
O 2.5138 0.8150 3.0011
H 3.3477 0.3305 3.0364
H 2.4646 1.0757 2.0782
O 1.1375 -4.0247 -1.6307
H 0.8739 -4.7164 -2.2830
H 0.3745 -3.5566 -1.2881
O 2.0070 2.2161 0.4094
H 1.9096 3.1278 0.5360
H 1.1404 1.9193 0.4390
O -0.3857 3.1282 -1.7400
H 0.0345 3.6374 -1.0365
H -1.0765 2.6011 -1.4147
O -2.6948 -0.8782 0.7379
H -3.5707 -0.8032 0.9960
H -2.2731 -0.7871 1.5765
O 0.3513 -0.1939 0.4214
H 0.1043 -1.1534 0.3469
H -0.0923 0.2519 -0.3326

***

## ii
33
Properties=species:S:1:pos:R:3 method="wB97M-V/def2-TZVPD" orbital_gap_ev=10.988 e_homo_ev=-11.04 smiles=O.O.O.O.O.O.O.O.O.O.O e_lumo_ev=-0.06
O -1.7561 -0.6190 2.9345
H -2.5291 -0.1500 3.0085
H -1.1721 0.0900 2.5935
O 1.4659 -1.8930 -0.3695
H 1.7809 -2.5870 -0.9155
H 0.7949 -2.4030 0.2655
O 0.1889 0.5980 0.0065
H 0.5179 1.1020 -0.6705
H 0.6259 -0.1750 -0.1495
O -2.3221 -1.4270 -1.2155
H -2.0311 -0.6360 -1.3835
H -2.1751 -1.7130 -0.2365
O 0.9699 1.8010 -2.4085
H 0.8729 2.3460 -3.2365
H 0.8779 0.9690 -2.7595
O -0.0081 3.5700 0.9615
H -0.1201 2.9950 0.4085
H -0.8561 3.9260 1.3355
O 0.6259 0.5520 2.9225
H 0.5719 0.2360 2.0305
H 0.7169 1.4400 2.9645
O -0.6861 -2.4560 1.0405
H -0.9451 -2.0980 1.8885
H -0.3191 -3.1840 1.1885
O -2.2481 1.7540 -1.0155
H -1.3931 1.3590 -0.6925
H -2.6911 1.7600 -0.1985
O 0.2589 -0.7020 -3.2455
H 0.3959 -1.3170 -2.5195
H -0.5251 -0.7020 -3.8395
O 3.9129 -0.9840 0.7445
H 3.0899 -1.2260 0.2425
H 4.1089 -0.2260 0.3195

***

## iii
33
Properties=species:S:1:pos:R:3 method="wB97M-V/def2-TZVPD" orbital_gap_ev=10.467 e_homo_ev=-10.58 smiles=O.O.O.O.O.O.O.O.O.O.O e_lumo_ev=-0.11
O 1.0935 1.9738 -1.4898
H 1.6885 1.3648 -1.0978
H 0.5575 1.4498 -2.0428
O -1.8365 -3.6392 -1.2028
H -1.0095 -3.3012 -0.9238
H -2.5965 -3.4662 -0.6648
O 0.8225 -2.9082 -0.9828
H 1.3825 -2.4592 -1.5898
H 0.5705 -2.1562 -0.4228
O -0.1835 -0.7262 0.3212
H 0.6105 -0.2542 0.2412
H -0.7375 -0.0382 0.7002
O -1.4915 1.8288 0.5402
H -1.9955 1.8228 -0.2898
H -0.8695 2.5028 0.3142
O -0.8165 -0.2302 -2.4268
H -1.4255 -0.5082 -1.7698
H -0.5405 -1.0352 -2.9028
O -3.5205 -0.2902 2.3322
H -3.0715 -0.1972 3.1472
H -3.1305 -1.0442 1.9392
O 2.6185 -1.4492 -2.3288
H 2.8845 -0.9742 -1.5268
H 2.3515 -0.7302 -2.9378
O -1.0985 2.4688 3.0492
H -1.1455 2.0238 2.1772
H -1.7455 3.1488 3.2112
O 2.7735 0.2928 -0.1468
H 3.4445 0.9298 -0.2798
H 2.4065 0.7568 0.5972
O 1.4045 1.4218 1.8202
H 1.7885 2.2078 2.1062
H 0.8165 1.2138 2.5302

***

## iv
33
Properties=species:S:1:pos:R:3 method="wB97M-V/def2-TZVPD" orbital_gap_ev=8.732 e_homo_ev=-9.20 smiles=O.O.O.O.O.O.O.O.O.O.O e_lumo_ev=-0.47
O 0.5432 0.0604 1.5988
H -0.0621 0.0593 0.8488
H 0.3886 -0.7896 2.0261
O -3.3854 -0.6491 -0.8141
H -3.6365 0.2386 -1.0933
H -3.7614 -1.2230 -1.4910
O 0.1005 4.0820 -1.1454
H 0.3257 4.9019 -1.5995
H 0.8773 3.5249 -1.2682
O -2.0546 -0.6391 -2.2551
H -1.2909 -0.6396 -1.6672
H -1.6868 -0.4149 -3.1173
O 0.2613 4.0210 1.5532
H 0.7165 4.4278 0.8074
H 0.1437 3.1031 1.2838
O 1.4036 -0.0867 -0.4077
H 0.9904 0.7695 -0.5667
H 1.9925 0.0721 0.3386
O 3.6589 0.7855 -2.4061
H 3.1467 0.9302 -1.6025
H 4.1851 0.0019 -2.2110
O -0.6089 -2.5267 -3.0882
H -0.1234 -2.4196 -2.2625
H -0.1209 -3.2108 -3.5602
O 4.6515 -3.0527 2.2835
H 4.7372 -3.6465 1.5292
H 3.8036 -2.6163 2.1433
O -2.5631 -1.9468 1.3618
H -1.6818 -1.6305 1.1332
H -2.8770 -2.3699 0.5547
O -2.2245 -0.0244 3.5456
H -2.7383 0.0472 4.3579
H -1.5877 0.6966 3.6066

***

Short version: iii is the most stable of them.